1.
Entry from OMol25: the ion C2H6NO with charge -1 (ωB97M-V/def2-TZVPD).

Properties
energy relative to the best compared isomer or geometry (same formula, charge and spin)	0.425	eV
DFT total energy	-209.7619	Ha

```
! wB97M-V def2-TZVPD RIJCOSX def2/J DEFGRID3
* xyz -1 1
C -1.199 0.218 -1.281
N -0.595 0.297 0.014
C 0.795 -0.249 0.161
O 1.185 -0.217 1.429
H -1.352 -0.814 -1.656
H -2.181 0.707 -1.313
H -0.625 0.690 -2.080
H -1.137 0.079 0.813
H 0.678 -1.296 -0.285
H 1.514 0.343 -0.469
*
```

2.
Entry from OMol25: a structure of composition C2H6NO (ωB97M-V/def2-TZVPD).

Properties
energy relative to the best compared isomer or geometry (same formula, charge and spin)	3.221	eV
DFT total energy	-209.6591	Ha

```
! wB97M-V def2-TZVPD RIJCOSX def2/J DEFGRID3
* xyz -1 1
C 0.748 1.049 -0.613
C -0.345 -1.187 0.060
N 1.023 0.005 0.508
O 2.179 -0.653 0.405
H 0.672 0.502 -1.577
H -0.240 1.523 -0.429
H 1.501 1.724 -0.572
H 0.045 -1.767 -0.663
H -0.585 -1.896 0.893
H -1.234 -0.554 -0.102
*
```

3.
Entry from OMol25: a cluster of 2 separate species, C2H6NO in total (ωB97M-V/def2-TZVPD).

Properties
energy relative to the best compared isomer or geometry (same formula, charge and spin)	4.024	eV
DFT total energy	-209.6296	Ha

```
! wB97M-V def2-TZVPD RIJCOSX def2/J DEFGRID3
* xyz -1 1
C -0.656 1.134 -0.296
C 1.138 -1.050 -0.002
N -1.102 -0.250 -0.309
O -1.882 -0.553 0.725
H -0.101 1.234 0.656
H 0.025 1.404 -1.162
H -1.552 1.758 -0.097
H 1.824 -0.334 0.115
H 0.845 -1.411 0.979
H 1.460 -1.932 -0.608
*
```

4.
Entry from OMol25: the ion C2H6NO with charge +1 (ωB97M-V/def2-TZVPD).

Properties
energy relative to the best compared isomer or geometry (same formula, charge and spin)	1.806	eV
DFT total energy	-209.4593	Ha

```
! wB97M-V def2-TZVPD RIJCOSX def2/J DEFGRID3
* xyz 1 1
C 0.773 -0.758 -0.296
C -0.455 -0.197 0.347
N 0.555 0.714 -0.197
O -1.630 0.022 -0.228
H 1.525 -1.135 0.220
H 0.471 -1.148 -1.303
H -0.378 -0.084 1.615
H 1.124 1.095 0.559
H 0.332 1.124 -1.078
H -2.317 0.368 0.360
*
```

5.
Entry from OMol25: a cluster of 2 separate species, C2H6NO2 in total (ωB97M-V/def2-TZVPD).

Properties
energy relative to the best compared isomer or geometry (same formula, charge and spin)	2.120	eV
DFT total energy	-285.0331	Ha

```
! wB97M-V def2-TZVPD RIJCOSX def2/J DEFGRID3
* xyz -1 1
C 1.290 -1.347 -1.988
O 1.307 -1.292 -0.559
H 0.522 -1.927 -2.426
H 1.068 -0.440 -2.425
H 2.365 -1.482 -2.189
C -1.154 1.343 1.106
N -0.203 0.907 0.213
O -1.634 0.583 1.885
H -1.585 2.319 0.979
H 0.666 -0.632 -0.230
H 0.183 1.515 -0.517
*
```

6.
Entry from OMol25: a cluster of 2 separate species, C2H6NO2 in total (ωB97M-V/def2-TZVPD).

Properties
energy relative to the best compared isomer or geometry (same formula, charge and spin)	1.450	eV
DFT total energy	-285.0578	Ha

```
! wB97M-V def2-TZVPD RIJCOSX def2/J DEFGRID3
* xyz -1 1
C 0.074 0.068 -1.377
C -1.591 0.806 0.189
N -0.588 0.029 -0.109
O 0.354 -1.160 2.035
O -2.269 1.598 -0.483
H 1.034 -0.463 -1.359
H -0.478 -0.464 -2.208
H 0.165 1.131 -1.679
H -1.790 0.702 1.398
H 0.152 -0.815 0.955
H -0.298 -0.576 2.538
*
```